Entry 1:
{"formula": "C54H62N8O16S", "method": "wB97M-V/def2-TZVPD", "orbital_gap_ev": 7.465, "lumo_energy_ha": -0.0340, "homo_ev": -8.39, "smiles": "CCSCCO[C@H](CN)CCCCCOC.O=[N+]([O-])c1ccccc1.O=[N+]([O-])c1ccccc1.O=[N+]([O-])c1ccccc1.O=[N+]([O-])c1ccccc1.O=[N+]([O-])c1ccccc1.O=[N+]([O-])c1ccccc1.O=[N+]([O-])c1ccccc1", "elements": ["C", "C", "S", "C", "C", "O", "C", "C", "N", "C", "C", "C", "C", "C", "O", "C", "H", "H", "H", "H", "H", "H", "H", "H", "H", "H", "H", "H", "H", "H", "H", "H", "H", "H", "H", "H", "H", "H", "H", "H", "H", "H", "H", "C", "C", "C", "C", "C", "C", "N", "O", "O", "H", "H", "H", "H", "H", "C", "C", "C", "C", "C", "C", "N", "O", "O", "H", "H", "H", "H", "H", "C", "C", "C", "C", "C", "C", "N", "O", "O", "H", "H", "H", "H", "H", "C", "C", "C", "C", "C", "C", "N", "O", "O", "H", "H", "H", "H", "H", "C", "C", "C", "C", "C", "C", "N", "O", "O", "H", "H", "H", "H", "H", "C", "C", "C", "C", "C", "C", "N", "O", "O", "H", "H", "H", "H", "H", "C", "C", "C", "C", "C", "C", "N", "O", "O", "H", "H", "H", "H", "H"], "coordinates": [[2.6479, -4.6804, -1.8236], [2.2678, -3.4260, -2.6069], [1.5598, -2.1000, -1.6078], [-0.1907, -2.5311, -1.5474], [-1.0117, -1.5098, -2.3290], [-2.3784, -1.6207, -1.9934], [-3.0325, -0.3610, -1.8878], [-2.4360, 0.4979, -0.7422], [-3.3384, 0.7709, 0.3755], [-4.5342, -0.6216, -1.7807], [-5.0417, -1.7477, -2.6996], [-6.3951, -1.4303, -3.3478], [-7.5654, -1.6452, -2.3775], [-7.9620, -3.1180, -2.2491], [-8.0463, -3.4581, -0.8747], [-8.5040, -4.7697, -0.6413], [3.1566, -4.4175, -0.8939], [3.3222, -5.3103, -2.4137], [1.7661, -5.2796, -1.5825], [1.5621, -3.6729, -3.4068], [3.1447, -2.9854, -3.0896], [-0.3444, -3.5314, -1.9631], [-0.5163, -2.5580, -0.5039], [-0.6416, -0.4970, -2.1338], [-0.8797, -1.6913, -3.4068], [-2.8478, 0.1942, -2.8216], [-2.0395, 1.4209, -1.1938], [-1.5676, -0.0312, -0.3353], [-2.8278, 1.2860, 1.0800], [-4.1044, 1.3657, 0.0830], [-5.0552, 0.3063, -2.0552], [-4.7870, -0.8227, -0.7376], [-4.2987, -1.9708, -3.4697], [-5.1475, -2.6653, -2.1087], [-6.4073, -0.3990, -3.7188], [-6.5361, -2.0713, -4.2272], [-8.4277, -1.0493, -2.6935], [-7.2952, -1.2982, -1.3751], [-7.2128, -3.7627, -2.7330], [-8.9338, -3.3059, -2.7279], [-8.4419, -5.3950, -1.5395], [-7.8919, -5.2290, 0.1385], [-9.5503, -4.7631, -0.3069], [4.8806, 3.7234, -2.6136], [3.8161, 3.6632, -3.5046], [2.6256, 3.0588, -3.1346], [2.5312, 2.5242, -1.8624], [3.5750, 2.5645, -0.9559], [4.7584, 3.1703, -1.3450], [1.2680, 1.8921, -1.4553], [0.3618, 1.8526, -2.2673], [1.1862, 1.4547, -0.3269], [5.8039, 4.2018, -2.9071], [3.9163, 4.0873, -4.4946], [1.7863, 2.9973, -3.8108], [3.4563, 2.1285, 0.0245], [5.5939, 3.2094, -0.6593], [-12.5148, -4.9664, 1.2130], [-13.8312, -5.4008, 1.1302], [-14.2501, -6.4980, 1.8659], [-13.3288, -7.1365, 2.6747], [-12.0126, -6.7261, 2.7742], [-11.6086, -5.6286, 2.0308], [-13.7697, -8.3015, 3.4676], [-14.9227, -8.6572, 3.3504], [-12.9524, -8.8319, 4.1890], [-12.1931, -4.1070, 0.6393], [-14.5359, -4.8845, 0.4927], [-15.2671, -6.8567, 1.8191], [-11.3284, -7.2571, 3.4183], [-10.5839, -5.2876, 2.0927], [1.6276, 2.5855, 5.1563], [1.2311, 2.1844, 3.8870], [-0.1087, 2.2147, 3.5351], [-1.0225, 2.6559, 4.4748], [-0.6524, 3.0640, 5.7425], [0.6895, 3.0216, 6.0836], [-2.4504, 2.6991, 4.1099], [-2.7555, 2.3178, 2.9960], [-3.2372, 3.1097, 4.9315], [2.6757, 2.5609, 5.4245], [1.9634, 1.8461, 3.1668], [-0.4396, 1.9045, 2.5554], [-1.3979, 3.4129, 6.4419], [0.9975, 3.3401, 7.0700], [10.2934, -0.4303, -5.1731], [9.6204, 0.3920, -6.0674], [8.8528, 1.4474, -5.6021], [8.7813, 1.6528, -4.2364], [9.4387, 0.8481, -3.3240], [10.2009, -0.2038, -3.8059], [7.9735, 2.7779, -3.7332], [7.3826, 3.4614, -4.5454], [7.9367, 2.9588, -2.5325], [10.8884, -1.2515, -5.5462], [9.6921, 0.2102, -7.1311], [8.3188, 2.0995, -6.2764], [9.3507, 1.0449, -2.2663], [10.7230, -0.8501, -3.1135], [-2.8871, 1.7765, 11.4385], [-2.2621, 1.5730, 10.2153], [-1.5535, 2.6022, 9.6165], [-1.4890, 3.8206, 10.2665], [-2.1023, 4.0494, 11.4841], [-2.8082, 3.0108, 12.0699], [-0.7344, 4.9224, 9.6397], [-0.2326, 4.7126, 8.5529], [-0.6593, 5.9702, 10.2396], [-3.4384, 0.9692, 11.9017], [-2.3256, 0.6121, 9.7235], [-1.0599, 2.4641, 8.6661], [-2.0270, 5.0184, 11.9536], [-3.2977, 3.1680, 13.0212], [16.5281, -1.5292, -7.1557], [15.4679, -1.5683, -8.0518], [14.2393, -2.0711, -7.6549], [14.1057, -2.5242, -6.3556], [15.1451, -2.4991, -5.4443], [16.3677, -1.9947, -5.8571], [12.7986, -3.0491, -5.9211], [11.8988, -3.0735, -6.7373], [12.6884, -3.4127, -4.7698], [17.4844, -1.1338, -7.4710], [15.5958, -1.2068, -9.0628], [13.4002, -2.1148, -8.3326], [14.9942, -2.8665, -4.4406], [17.1955, -1.9652, -5.1620], [-1.1489, 3.9268, 0.1543], [-0.7791, 5.2244, -0.1753], [-1.1519, 6.2833, 0.6375], [-1.8951, 6.0105, 1.7710], [-2.2799, 4.7291, 2.1206], [-1.8990, 3.6811, 1.2976], [-2.2892, 7.1329, 2.6448], [-1.9591, 8.2508, 2.3085], [-2.9185, 6.8719, 3.6473], [-0.8557, 3.1019, -0.4809], [-0.1961, 5.4138, -1.0670], [-0.8775, 7.3009, 0.4044], [-2.8635, 4.5627, 3.0140], [-2.1895, 2.6711, 1.5535]]}

=====

Entry 2:
{"formula": "C54H64AlBF6O3P", "method": "wB97M-V/def2-TZVPD", "orbital_gap_ev": 5.349, "lumo_energy_ha": 0.0777, "homo_ev": -3.24, "total_charge": -1, "elements": ["C", "C", "P", "C", "C", "Al", "C", "C", "C", "C", "O", "C", "C", "C", "C", "C", "C", "C", "C", "C", "B", "O", "O", "C", "H", "H", "H", "H", "H", "H", "H", "H", "H", "H", "H", "H", "H", "H", "H", "H", "H", "H", "H", "H", "H", "H", "H", "H", "H", "H", "H", "H", "H", "H", "H", "H", "H", "H", "F", "C", "C", "C", "C", "C", "C", "H", "H", "H", "H", "H", "F", "C", "C", "C", "C", "C", "C", "H", "H", "H", "H", "H", "F", "C", "C", "C", "C", "C", "C", "H", "H", "H", "H", "H", "F", "C", "C", "C", "C", "C", "C", "H", "H", "H", "H", "H", "F", "C", "C", "C", "C", "C", "C", "H", "H", "H", "H", "H", "F", "C", "C", "C", "C", "C", "C", "H", "H", "H", "H", "H"], "coordinates": [[-0.0247, -3.3731, 0.9425], [-0.8510, -2.2123, 0.3768], [0.1007, -0.6112, 0.1503], [1.6716, -0.6921, 1.1668], [2.8810, -1.1036, 0.2995], [-1.2479, 1.2214, 0.8554], [-1.5234, 1.2108, 2.8836], [-1.1716, 2.4928, 3.6610], [-2.0167, 3.6837, 3.2501], [-1.8343, 4.9256, 4.1100], [-0.5086, 5.4070, 4.2751], [0.2393, 5.5062, 3.0815], [-0.3098, 2.9092, 0.1480], [1.0391, 2.6545, -0.4532], [2.1957, 2.8961, 0.3106], [3.4665, 2.6703, -0.2095], [3.6246, 2.1679, -1.4887], [2.4841, 1.9274, -2.2579], [1.2013, 2.1669, -1.7638], [0.0087, 1.9207, -2.6455], [-3.1850, 1.0998, -0.0741], [-4.1078, 2.1514, 0.1625], [-3.6064, 0.0444, -0.8614], [-4.9830, 0.0249, -1.2550], [0.3906, -3.1335, 1.9184], [-0.6739, -4.2387, 1.0828], [0.7716, -3.6150, 0.2443], [-1.7491, -2.0798, 0.9802], [-1.1792, -2.5236, -0.6120], [1.5723, -1.4453, 1.9480], [1.8772, 0.2630, 1.6421], [3.8043, -0.6374, 0.6482], [2.7081, -0.8243, -0.7360], [3.0160, -2.1785, 0.3121], [-0.9439, 0.3850, 3.3004], [-2.5862, 1.0199, 3.0645], [-1.3886, 2.3201, 4.7242], [-0.0987, 2.6812, 3.6126], [-1.9110, 3.9393, 2.1970], [-3.0607, 3.3867, 3.3756], [-2.4628, 5.7329, 3.7096], [-2.1976, 4.7353, 5.1186], [0.9269, 6.3452, 3.1855], [0.8464, 4.6128, 2.9469], [-0.3772, 5.7004, 2.2060], [-0.9316, 3.3639, -0.6287], [-0.1622, 3.6729, 0.9112], [2.0742, 3.2879, 1.3102], [4.3147, 2.8852, 0.4262], [4.6038, 1.9716, -1.8962], [2.6154, 1.5504, -3.2642], [-0.5367, 2.8610, -2.7667], [-0.6812, 1.1991, -2.2150], [0.3384, 1.6137, -3.6344], [-3.9207, 2.9022, -0.4058], [-5.1785, 0.8314, -1.9591], [-5.1868, -0.9182, -1.7559], [-5.6590, 0.1167, -0.4091], [-8.1732, -1.3818, -2.5324], [-8.7519, -1.7891, -1.3869], [-9.6082, -0.9307, -0.7262], [-10.2032, -1.3540, 0.4530], [-9.9280, -2.6172, 0.9575], [-9.0619, -3.4631, 0.2792], [-8.4690, -3.0515, -0.9056], [-9.7991, 0.0534, -1.1330], [-10.8803, -0.6955, 0.9809], [-10.3891, -2.9418, 1.8808], [-8.8429, -4.4461, 0.6740], [-7.7929, -3.6950, -1.4523], [6.5857, 3.1309, -0.8397], [7.7101, 2.6942, -1.4290], [7.8200, 1.3562, -1.7532], [8.9834, 0.9136, -2.3661], [10.0157, 1.8028, -2.6380], [9.8837, 3.1430, -2.2995], [8.7211, 3.5956, -1.6943], [7.0058, 0.6803, -1.5264], [9.0832, -0.1302, -2.6322], [10.9218, 1.4505, -3.1134], [10.6855, 3.8395, -2.5059], [8.5946, 4.6370, -1.4304], [2.8534, -3.7657, -1.3288], [3.5450, -4.9105, -1.2617], [4.2182, -5.3581, -2.3820], [4.9292, -6.5485, -2.3038], [4.9517, -7.2742, -1.1213], [4.2689, -6.8043, -0.0073], [3.5610, -5.6129, -0.0707], [4.1786, -4.7810, -3.2963], [5.4629, -6.9116, -3.1722], [5.4999, -8.2036, -1.0696], [4.2812, -7.3710, 0.9141], [3.0228, -5.2266, 0.7849], [3.3558, -9.7059, -1.2769], [2.0643, -9.5395, -1.6410], [1.6112, -8.2808, -1.9829], [0.2827, -8.1299, -2.3524], [-0.5698, -9.2259, -2.3696], [-0.0917, -10.4807, -2.0194], [1.2370, -10.6447, -1.6545], [2.2859, -7.4371, -1.9571], [-0.0866, -7.1506, -2.6257], [-1.6058, -9.1005, -2.6547], [-0.7543, -11.3360, -2.0276], [1.6319, -11.6148, -1.3827], [-12.2803, -1.8030, 3.4810], [-11.6478, -0.9418, 4.3057], [-10.4947, -1.3508, 4.9449], [-9.8431, -0.4605, 5.7852], [-10.3520, 0.8157, 5.9815], [-11.5145, 1.2046, 5.3312], [-12.1687, 0.3242, 4.4817], [-10.1160, -2.3511, 4.7820], [-8.9338, -0.7645, 6.2855], [-9.8410, 1.5063, 6.6385], [-11.9143, 2.1981, 5.4830], [-13.0711, 0.6111, 3.9582], [10.0772, 6.9777, -2.4264], [9.0132, 7.6903, -2.8517], [7.8777, 7.7348, -2.0670], [6.7864, 8.4690, -2.5057], [6.8381, 9.1388, -3.7202], [7.9871, 9.0773, -4.4957], [9.0870, 8.3522, -4.0606], [7.8501, 7.1998, -1.1268], [5.8933, 8.5148, -1.8977], [5.9828, 9.7062, -4.0615], [8.0291, 9.5943, -5.4450], [9.9941, 8.2973, -4.6478]]}

=====

Entry 3:
{"formula": "C54H64Cl10N4O4", "method": "wB97M-V/def2-TZVPD", "orbital_gap_ev": 8.301, "lumo_energy_ha": -0.0487, "homo_ev": -9.63, "smiles": "O=C1c2ccccc2C(=O)c2ccccc21.O=C1c2ccccc2C(=O)c2ccccc21.CCCC#N.CCCC#N.CCCC#N.CCCC#N.ClCCCl.ClCCCl.ClCCCl.ClCCCl.ClCCCl", "elements": ["Cl", "C", "C", "Cl", "H", "H", "H", "H", "Cl", "C", "C", "Cl", "H", "H", "H", "H", "Cl", "C", "C", "Cl", "H", "H", "H", "H", "Cl", "C", "C", "Cl", "H", "H", "H", "H", "Cl", "C", "C", "Cl", "H", "H", "H", "H", "C", "C", "C", "C", "N", "H", "H", "H", "H", "H", "H", "H", "C", "C", "C", "C", "N", "H", "H", "H", "H", "H", "H", "H", "C", "C", "C", "C", "N", "H", "H", "H", "H", "H", "H", "H", "C", "C", "C", "C", "N", "H", "H", "H", "H", "H", "H", "H", "C", "C", "C", "C", "C", "C", "C", "O", "C", "C", "C", "C", "C", "C", "C", "O", "H", "H", "H", "H", "H", "H", "H", "H", "C", "C", "C", "C", "C", "C", "C", "O", "C", "C", "C", "C", "C", "C", "C", "O", "H", "H", "H", "H", "H", "H", "H", "H"], "coordinates": [[-5.8443, -11.6109, -12.3125], [-4.8655, -12.9667, -11.8180], [-5.6089, -14.2806, -12.1670], [-5.6626, -14.6304, -13.8709], [-4.6824, -13.0068, -10.7442], [-3.8437, -12.9970, -12.1962], [-6.6290, -14.1958, -11.7925], [-5.1708, -15.1463, -11.6703], [-4.8710, -3.8992, -12.6768], [-5.8107, -4.2906, -14.1418], [-5.5114, -3.3254, -15.2922], [-6.4983, -3.8478, -16.6472], [-6.8417, -4.2710, -13.7886], [-5.5188, -5.3034, -14.4196], [-4.4631, -3.5596, -15.4770], [-5.8340, -2.3201, -15.0212], [3.4060, -2.2381, -12.0318], [2.6536, -3.6036, -12.9384], [1.3352, -3.8942, -12.3941], [0.7886, -5.4134, -12.9588], [3.2412, -4.4784, -12.6602], [2.7516, -3.5283, -14.0214], [0.5683, -3.1509, -12.6122], [1.3717, -3.8546, -11.3055], [-7.4231, -13.8417, -22.3206], [-7.1604, -13.0062, -23.9098], [-5.7356, -13.1036, -24.4541], [-5.6031, -12.3382, -26.1142], [-7.4725, -11.9662, -23.8150], [-7.7710, -13.3285, -24.7533], [-5.5449, -14.1567, -24.6611], [-4.9878, -12.6220, -23.8241], [1.1731, -13.5966, -10.4710], [1.9887, -14.7972, -11.5545], [1.6970, -16.2642, -11.0177], [2.3486, -17.4046, -12.1886], [3.0506, -14.6153, -11.3896], [1.7772, -14.6343, -12.6113], [0.6702, -16.6222, -10.9430], [2.1653, -16.4784, -10.0570], [1.0219, -11.2109, -27.0609], [1.0229, -11.4458, -28.5687], [0.5337, -10.0802, -29.3113], [1.3287, -8.9130, -29.0304], [1.9971, -7.9500, -28.8340], [1.2381, -12.0635, -26.4171], [0.1048, -10.6804, -26.8047], [1.8767, -10.5920, -26.7884], [0.2282, -12.1640, -28.7707], [1.9466, -11.5665, -29.1348], [-0.4374, -9.7320, -28.9595], [0.4252, -10.2569, -30.3814], [-1.7905, -9.1184, -19.9869], [-3.0590, -9.1822, -19.0853], [-2.6483, -9.2566, -17.6367], [-1.6470, -10.3126, -17.3576], [-0.9407, -11.1793, -17.0837], [-1.5125, -8.0661, -19.9285], [-2.0510, -9.2409, -21.0382], [-1.0098, -9.8446, -19.7607], [-3.5908, -10.0781, -19.4057], [-3.6854, -8.3657, -19.4446], [-3.4977, -9.5821, -17.0363], [-2.4156, -8.3032, -17.1624], [-11.7422, -9.4792, -14.7712], [-11.7507, -10.8940, -15.3222], [-11.6695, -10.9147, -16.8760], [-10.4650, -10.2683, -17.4572], [-9.5610, -9.6867, -17.9249], [-11.5294, -9.5086, -13.7026], [-12.7619, -9.0941, -14.7689], [-10.9858, -8.8101, -15.1814], [-12.5573, -11.5411, -14.9776], [-10.8636, -11.3945, -14.9338], [-12.4783, -10.3723, -17.3656], [-11.6728, -11.9284, -17.2768], [-2.1378, -2.9626, -22.9698], [-2.2334, -2.3666, -21.5498], [-0.8093, -2.1849, -20.9266], [-0.8554, -1.9539, -19.4840], [-0.8568, -1.7650, -18.3428], [-1.3145, -2.4495, -23.4667], [-3.0001, -2.9390, -23.6362], [-2.0102, -4.0451, -22.9589], [-2.9464, -3.0197, -21.0465], [-2.7577, -1.4158, -21.6454], [-0.2557, -1.3108, -21.2695], [-0.2055, -3.0790, -21.0822], [9.5952, -13.8400, -25.9766], [10.5781, -13.1001, -25.3187], [10.4260, -12.7024, -24.0028], [9.2882, -13.2218, -23.2631], [8.3207, -13.9085, -23.9351], [8.4036, -14.1704, -25.3080], [7.0600, -14.4115, -23.2305], [6.2531, -15.1914, -23.8702], [6.9036, -14.0264, -21.7715], [5.7559, -14.4910, -21.0737], [5.6818, -14.2264, -19.7302], [6.6276, -13.4399, -19.0645], [7.7715, -12.9975, -19.7453], [7.9225, -13.2543, -21.1441], [9.2188, -12.8555, -21.8189], [10.2137, -12.3352, -21.2280], [9.7122, -14.1255, -27.0115], [11.4937, -12.8075, -25.8110], [11.1947, -12.0737, -23.5782], [7.5724, -14.5201, -25.9024], [4.9441, -15.0950, -21.4510], [4.9277, -14.7553, -19.1664], [6.5187, -13.1915, -18.0191], [8.5539, -12.5499, -19.1503], [6.3085, -7.3194, -21.6169], [7.0303, -7.0009, -22.7151], [8.0447, -5.9941, -22.6787], [8.2991, -5.2724, -21.5044], [7.5260, -5.5886, -20.3370], [6.6110, -6.6477, -20.4123], [7.8287, -4.9042, -19.0589], [7.2002, -5.1807, -18.0375], [8.7737, -3.7300, -19.0444], [9.0516, -2.9667, -17.9160], [9.8778, -1.8487, -17.8576], [10.4471, -1.4389, -19.1263], [10.3302, -2.2303, -20.2645], [9.4486, -3.3511, -20.2444], [9.3107, -4.1552, -21.5406], [10.0007, -3.8893, -22.5238], [5.6743, -8.1831, -21.7521], [6.9696, -7.6426, -23.5816], [8.6499, -5.8507, -23.5616], [6.0796, -6.9909, -19.5370], [8.6601, -3.2639, -16.9544], [10.1866, -1.3638, -16.9434], [11.1376, -0.6102, -19.1800], [10.8862, -1.9009, -21.1299]]}